No. 1
Formula: C2H6AlO
Source: OMol25
Level of theory: ωB97M-V with the def2-TZVPD basis set

Geometry as XYZ:
```
10
Properties=species:S:1:pos:R:3:forces:R:3
Al 1.433594 -1.937544 -1.315558 -0.82 1.30 -0.32
C -0.164406 0.799386 0.851302 -0.57 -2.46 -0.44
C -0.239876 -0.466944 -0.014008 -1.32 2.34 2.53
O 0.483274 -0.220154 -1.173228 3.16 -2.08 -0.61
H 0.826094 0.878956 1.299262 0.80 0.51 -0.34
H -0.945686 0.742366 1.609232 -0.64 0.19 -0.02
H -0.393136 1.614546 0.164792 -0.02 1.60 0.13
H -1.275906 -0.622204 -0.315038 -0.92 -0.79 0.54
H 0.145424 -1.370194 0.459052 0.41 -1.93 0.42
H 0.130624 0.581786 -1.565808 -0.09 1.33 -1.88
```
Positions in Å, forces in eV/Å.

- total charge = +3
- gap between HOMO and LUMO (Eh) = 0.183

These are the natural (NBO) partial charges, in e, on atoms 1 to 4: atom 1 (Al): 2.24, atom 2 (C): -0.57, atom 3 (C): -0.11, atom 4 (O): -0.75

No. 2
Formula: C2H6B2
Source: OMol25
Level of theory: ωB97M-V with the def2-TZVPD basis set

Geometry as XYZ:
```
10
Properties=species:S:1:pos:R:3:forces:R:3
B 1.911778 -0.265549 -0.200024 1.12 1.65 -0.17
B -2.024453 0.123775 -0.149765 0.30 -0.84 1.50
C 0.815600 0.552955 0.193661 -7.59 -3.79 0.39
C -0.680293 -0.436863 0.219461 5.25 2.47 -0.17
H 2.682571 0.367332 -0.789623 0.77 0.06 -0.99
H 2.070486 -1.270375 0.164480 0.58 -3.25 0.93
H -2.830810 -0.260985 0.618899 -0.54 0.00 0.22
H -2.309822 0.857469 -0.948754 -0.28 1.13 -1.46
H 0.465027 1.451754 -0.189663 -0.26 1.88 -0.04
H -0.639799 -1.504782 0.512570 0.65 0.69 -0.22
```
Positions in Å, forces in eV/Å.

- total charge = 0
- gap between HOMO and LUMO (spin up / spin down) (Eh) = 0.305 / 0.286

These are the natural (NBO) partial charges, in e, on atoms 1 to 4: atom 1 (B): 0.22, atom 2 (B): 0.35, atom 3 (C): -0.39, atom 4 (C): -0.36

No. 3
Formula: C2H6BO2S
Source: OMol25
Level of theory: ωB97M-V with the def2-TZVPD basis set

Geometry as XYZ:
```
12
Properties=species:S:1:pos:R:3:forces:R:3
S 2.165912 -1.177387 0.605587 0.06 -0.25 0.13
B 1.014924 -0.079964 -0.606507 -0.28 0.45 -0.14
O 0.451767 1.069662 0.129633 0.13 0.00 -0.26
C -0.812950 0.700607 0.593676 -0.13 -0.01 -0.02
C -1.289550 -0.409902 -0.362120 0.11 -0.01 0.07
O -0.130448 -0.920275 -0.957731 -0.05 -0.17 -0.15
H 2.976242 -0.176211 0.957242 0.12 0.09 0.03
H 1.669217 0.286393 -1.575929 0.07 -0.07 0.19
H -0.764374 0.349080 1.634958 -0.03 -0.08 -0.02
H -1.490698 1.564319 0.549261 0.04 -0.02 0.13
H -1.965039 0.008553 -1.126536 0.02 -0.04 0.00
H -1.825004 -1.214875 0.158465 -0.07 0.09 0.05
```
Positions in Å, forces in eV/Å.

- total charge = -1
- gap between HOMO and LUMO (Eh) = 0.280

These are the natural (NBO) partial charges, in e, on atoms 1 to 4: atom 1 (S): -0.48, atom 2 (B): 0.57, atom 3 (O): -0.73, atom 4 (C): -0.08

No. 4
Formula: C2H6BrCl3Si2
Source: OMol25
Level of theory: ωB97M-V with the def2-TZVPD basis set

Geometry as XYZ:
```
14
Properties=species:S:1:pos:R:3:forces:R:3
C -1.326815 1.091440 -1.691764 0.49 0.10 0.43
C 0.345333 -1.524546 1.859804 -0.05 0.28 -0.54
Si -0.006492 1.325054 -0.346466 -0.99 -0.38 -1.11
Si 0.922477 -0.728926 0.234007 0.21 -2.15 -0.37
Cl -0.873098 2.082031 1.329134 -0.18 0.11 0.45
Cl 1.406987 2.630902 -0.965534 0.39 0.21 -0.16
Cl 0.498152 -2.182148 -1.411626 0.15 1.39 1.38
Br 3.151293 -0.737361 0.330327 -0.20 0.24 -0.07
H -2.194400 0.561991 -1.306996 -0.05 -0.10 0.19
H -1.670793 2.042379 -2.090423 0.05 0.21 0.08
H -0.932875 0.509014 -2.520802 0.18 -0.09 -0.04
H 0.318165 -2.608436 1.772529 0.07 -0.06 -0.17
H 1.013548 -1.274207 2.680553 0.13 0.16 -0.05
H -0.651486 -1.187184 2.127251 -0.20 0.07 0.00
```
Positions in Å, forces in eV/Å.

- total charge = 0
- gap between HOMO and LUMO (Eh) = 0.386

These are the natural (NBO) partial charges, in e, on atoms 1 to 4: atom 1 (C): -1.10, atom 2 (C): -1.12, atom 3 (Si): 1.07, atom 4 (Si): 1.01

No. 5
Formula: C2H6BrO2P
Source: OMol25
Level of theory: ωB97M-V with the def2-TZVPD basis set

Geometry as XYZ:
```
12
Properties=species:S:1:pos:R:3:forces:R:3
C 0.338531 1.093443 -1.462511 -0.37 -2.11 -1.07
C -0.226806 -0.817700 1.718996 -0.08 2.15 -3.05
O 1.290400 -2.445669 -0.006266 1.25 -1.29 0.01
O 0.911377 -0.091080 -0.860936 0.09 0.32 -0.61
P 0.311368 -1.383161 -0.110550 -1.88 2.09 1.10
Br -2.545243 1.751274 -0.048913 -0.03 -0.02 -0.03
H 0.377725 1.832378 -0.711826 -0.81 1.10 0.56
H -0.558537 0.900307 -2.118403 -0.11 0.06 1.71
H 0.943238 1.387890 -2.284784 1.48 0.28 -0.32
H 0.456730 0.017149 1.997248 -0.71 -0.52 -0.16
H -1.306266 -0.559200 1.675714 0.90 -0.10 0.32
H 0.007484 -1.685636 2.212236 0.27 -1.98 1.54
```
Positions in Å, forces in eV/Å.

- total charge = 0
- gap between HOMO and LUMO (spin up / spin down) (Eh) = 0.356 / 0.157

These are the natural (NBO) partial charges, in e, on atoms 1 to 4: atom 1 (C): -0.27, atom 2 (C): -0.90, atom 3 (O): -1.02, atom 4 (O): -0.84

No. 6
Formula: C2H6BrOP
Source: OMol25
Level of theory: ωB97M-V with the def2-TZVPD basis set

Geometry as XYZ:
```
11
Properties=species:S:1:pos:R:3:forces:R:3
C -0.226191 -1.456672 -0.549919 -4.84 -0.41 0.26
C 0.155319 1.180199 0.694728 -2.01 -0.04 0.25
O 0.403361 2.244351 -0.363251 -1.52 -2.78 2.19
P -0.921749 -0.575859 0.990617 0.79 1.85 -2.41
Br -2.963230 0.139406 0.230136 0.54 -0.36 0.18
H 0.784739 -1.546589 -0.334675 2.13 0.35 -0.32
H -0.634936 -2.550796 -0.487835 0.46 2.04 -0.67
H -0.672428 -0.785951 -1.403733 1.58 -1.80 1.20
H -0.422955 2.656250 -0.196164 -1.25 1.73 -0.76
H -0.152317 1.476032 1.718306 0.81 1.23 -0.78
H 1.072266 0.775822 0.630698 3.30 -1.82 0.86
```
Positions in Å, forces in eV/Å.

- total charge = 0
- gap between HOMO and LUMO (Eh) = 0.349

These are the natural (NBO) partial charges, in e, on atoms 1 to 4: atom 1 (C): -0.94, atom 2 (C): -0.32, atom 3 (O): -0.68, atom 4 (P): 0.68

No. 7
Formula: C2H6Cl2N
Source: OMol25
Level of theory: ωB97M-V with the def2-TZVPD basis set

Geometry as XYZ:
```
11
Properties=species:S:1:pos:R:3:forces:R:3
C -1.113932 -0.135333 -1.110070 0.82 3.26 -1.49
C 1.214131 -1.290846 1.413250 0.20 -0.08 -0.22
N -0.481423 1.224171 -0.770156 0.11 -1.78 0.83
Cl 0.001472 -0.288165 2.007529 -0.58 0.84 0.60
Cl 2.817957 -0.911907 1.698543 0.10 -0.10 -0.03
H -0.655534 -0.807965 -0.476931 0.24 -2.07 0.57
H -1.536166 -0.081015 -2.108528 -0.06 -0.82 0.36
H 0.857663 -2.279867 1.245973 0.37 -0.70 -0.14
H -1.297087 1.705029 -0.455157 -0.44 1.32 0.60
H 0.006787 1.770506 -1.464731 -0.06 -0.02 -0.86
H 0.186131 1.095391 0.020280 -0.70 0.14 -0.23
```
Positions in Å, forces in eV/Å.

- 2S+1 = 3
- total charge = +1
- ⟨S²⟩ = 2.008
- gap between HOMO and LUMO (spin up / spin down) (Eh) = 0.311 / 0.352

These are the natural (NBO) partial charges, in e, on atoms 1 to 4: atom 1 (C): -0.06, atom 2 (C): -0.36, atom 3 (N): -0.75, atom 4 (Cl): 0.03

No. 8
Formula: C2H6Cl2P2
Source: OMol25
Level of theory: ωB97M-V with the def2-TZVPD basis set

Geometry as XYZ:
```
12
Properties=species:S:1:pos:R:3:forces:R:3
C 0.078672 0.955952 -0.087471 -1.39 -1.51 -3.91
C -0.949257 -0.052161 0.285742 -1.40 -1.75 -2.87
P -0.529232 -1.846446 0.203718 0.80 0.02 -1.86
P -2.949670 -0.056985 -0.785316 3.62 0.83 -0.30
Cl -3.892434 -1.457639 0.224588 -0.67 -1.08 0.96
Cl -3.564219 1.619841 0.127006 -0.47 0.93 0.44
H 0.942987 0.884640 0.452014 2.47 -0.82 1.34
H -0.231951 1.905313 0.089074 -1.36 3.03 0.55
H 0.287257 0.925174 -1.201055 0.12 -0.17 1.22
H -1.283009 0.082519 1.236964 -1.27 0.60 2.82
H 0.048251 -1.808312 -1.170853 -1.02 -0.14 0.76
H 0.822782 -1.718344 0.503811 0.58 0.06 0.86
```
Positions in Å, forces in eV/Å.

- total charge = 0
- gap between HOMO and LUMO (Eh) = 0.354

These are the natural (NBO) partial charges, in e, on atoms 1 to 4: atom 1 (C): -0.64, atom 2 (C): -0.60, atom 3 (P): 0.28, atom 4 (P): 0.72